Entry 1:
Molecular formula: C3H3N3O
Method: DFT, ωB97M-V with the def2-TZVPD basis set

* charge: 0
* ΔE to the lowest compared entry with this formula, charge and spin: 55.72 kcal per mole
* calculated total energy: -9675.0378 eV

Element x y z (Å)
N: -0.945 -0.292 -0.807
C: 0.862 0.436 0.478
C: -0.060 0.687 -0.547
N: -0.228 1.835 -1.102
H: -0.987 -2.209 0.181
H: 0.993 -1.576 1.620
H: -0.865 1.804 -1.872
C: -0.479 -1.205 0.042
O: 1.153 1.446 1.182
N: 0.557 -0.925 0.826


Entry 2:
Molecular formula: C4H15NO2
Method: DFT, ωB97M-V with the def2-TZVPD basis set

* charge: 0
* SMILES string: CCN(C)C.O.O
* ΔE to the lowest compared entry with this formula, charge and spin: 51.36 kcal per mole
* calculated total energy: -9974.8589 eV

Element x y z (Å)
H: -3.444 -1.697 -3.312
O: 3.088 1.288 -0.415
H: 2.318 0.898 0.127
H: -0.849 -1.225 -0.885
H: -0.599 1.583 -0.276
H: -0.524 0.585 2.718
H: 0.730 1.798 2.163
C: -0.476 0.934 0.554
C: -0.308 1.386 1.985
H: -0.172 -1.454 1.609
H: 0.746 -1.745 -1.185
H: 1.423 -0.649 1.986
C: 0.830 -1.073 1.168
O: -3.557 -0.791 -3.023
H: 1.338 -1.908 0.672
H: -0.005 -0.305 -2.089
H: -1.458 0.359 0.597
C: 0.091 -0.843 -1.130
N: 0.541 -0.104 0.051
H: -2.865 -0.217 -3.385
H: 3.915 0.815 -0.031
H: -0.764 2.364 2.102